[1]
{
  "formula": "C2H3ClS",
  "method": "the ωB97M-V functional and the def2-TZVPD basis",
  "total_charge": 0,
  "lumo_energy_ha": 0.03032,
  "e_homo_ha": -0.342,
  "total_energy_ev": -25479.1096,
  "smiles": "Cl[C@@H]1CS1",
  "species": ["Cl", "C", "C", "S", "H", "H", "H"],
  "positions_angstrom": [[-2.07217, -0.59327, 0.08908], [-0.49298, -0.03170, -0.49561], [0.73268, -0.05278, 0.42121], [0.04456, 1.59720, 0.04850], [-0.26012, -0.42776, -1.55633], [0.29463, -0.23882, 1.34238], [1.75341, -0.25287, 0.15077]]
}

=====

[2]
{
  "formula": "C2H10N2O2",
  "method": "the ωB97M-V functional and the def2-TZVPD basis",
  "total_charge": 0,
  "lumo_energy_ha": 0.01273,
  "e_homo_ha": -0.318,
  "total_energy_ev": -9309.8382,
  "smiles": "C/N=C\\N.O.O",
  "species": ["C", "N", "C", "N", "H", "H", "H", "H", "H", "H", "O", "H", "H", "O", "H", "H"],
  "positions_angstrom": [[1.66834, 0.48202, 0.42322], [1.05231, 1.79048, 0.50975], [-0.11946, 1.96808, 0.05944], [-1.20641, 1.14078, 0.25095], [0.97839, -0.26851, 0.00504], [2.04387, 0.07009, 1.36752], [2.57861, 0.57975, -0.17089], [-0.48679, 2.94102, -0.31916], [-2.16524, 1.36230, 0.47433], [-0.81667, 0.39685, 0.82954], [-1.65015, -4.05448, 3.11325], [-1.05877, -3.32697, 3.08245], [-1.64135, -4.31477, 4.02494], [0.56593, 0.03597, -4.35920], [0.82842, 0.49703, -3.54749], [0.25783, -0.74219, -3.90027]]
}

=====

[3]
{
  "formula": "C33H58NO2S",
  "method": "the ωB97M-V functional and the def2-TZVPD basis",
  "total_charge": 1,
  "lumo_energy_ha": -0.15306,
  "e_homo_ha": -0.397,
  "total_energy_ev": -51571.8991,
  "species": ["C", "C", "C", "C", "C", "C", "C", "C", "C", "C", "C", "C", "C", "C", "C", "C", "C", "C", "C", "C", "O", "N", "C", "S", "C", "C", "O", "C", "C", "C", "C", "C", "C", "C", "C", "C", "C", "H", "H", "H", "H", "H", "H", "H", "H", "H", "H", "H", "H", "H", "H", "H", "H", "H", "H", "H", "H", "H", "H", "H", "H", "H", "H", "H", "H", "H", "H", "H", "H", "H", "H", "H", "H", "H", "H", "H", "H", "H", "H", "H", "H", "H", "H", "H", "H", "H", "H", "H", "H", "H", "H", "H", "H", "H", "H"],
  "positions_angstrom": [[-4.19071, 1.48351, -7.35059], [-2.70763, 0.92625, -7.47092], [-2.51984, -0.42892, -6.65415], [-3.18078, -0.38256, -5.22065], [-2.30684, -1.12168, -4.09549], [-3.32391, -1.83795, -3.12039], [-2.84465, -1.84560, -1.59366], [-2.43448, -3.29575, -1.10713], [-3.48885, -4.00523, -0.17099], [-3.25358, -3.81095, 1.37295], [-1.76823, -3.98694, 1.84625], [-1.55834, -3.88189, 3.40849], [-1.13077, -2.42014, 3.85570], [0.30139, -2.32613, 4.51210], [1.10028, -1.00819, 4.18654], [1.36215, -0.74195, 2.65056], [0.27946, 0.04941, 1.79167], [-0.78505, 0.86255, 2.62411], [-0.36391, 2.34462, 2.97738], [-1.40476, 2.86146, 4.06562], [-2.70022, 3.07697, 3.45465], [1.51314, -2.14583, 2.10982], [2.72928, -2.62491, 2.02461], [3.97242, -1.41132, 2.55974], [2.72072, -0.07265, 2.19904], [3.22034, 1.22552, 2.93224], [3.14960, 2.41085, 2.14917], [3.80979, 2.28966, 0.92081], [5.03278, 1.53512, 0.69785], [5.66422, 1.40575, -0.62542], [6.95994, 0.53362, -0.79461], [5.03757, 2.08341, -1.75585], [3.80437, 2.85061, -1.51985], [3.17254, 2.98160, -0.22226], [1.84974, 3.78496, 0.04986], [1.03775, 4.14778, -1.24574], [2.27244, 5.06397, 0.91868], [-4.24735, 2.10232, -6.41887], [-4.88777, 0.61517, -7.23231], [-4.48504, 2.12256, -8.21602], [-2.50519, 0.78127, -8.56691], [-1.94537, 1.66194, -7.08767], [-1.44637, -0.74408, -6.66278], [-3.07159, -1.20423, -7.26473], [-3.35569, 0.68287, -4.92873], [-4.15943, -0.91732, -5.28215], [-1.64096, -0.36938, -3.60404], [-1.64890, -1.83227, -4.66759], [-3.46458, -2.88133, -3.51809], [-4.28452, -1.26009, -3.17604], [-1.89511, -1.23118, -1.59523], [-3.55313, -1.31018, -0.91411], [-1.39790, -3.23511, -0.69284], [-2.35572, -3.93015, -2.03672], [-3.54722, -5.08418, -0.46079], [-4.48543, -3.52798, -0.40043], [-3.88805, -4.58239, 1.89985], [-3.60735, -2.81034, 1.73894], [-1.18600, -3.12825, 1.38674], [-1.32148, -4.94348, 1.47111], [-0.76935, -4.59603, 3.75647], [-2.53049, -4.13999, 3.91449], [-1.29604, -1.74219, 2.98214], [-1.86940, -2.10455, 4.64745], [0.13911, -2.32362, 5.62768], [0.88813, -3.27054, 4.31949], [0.56786, -0.16472, 4.70645], [2.09936, -1.08950, 4.70342], [0.71416, 0.74437, 1.02983], [-0.29450, -0.72937, 1.20606], [-1.69915, 0.94651, 1.96624], [-1.14252, 0.33896, 3.55088], [-0.57801, 2.97769, 2.06992], [0.69307, 2.42714, 3.32861], [-1.56652, 2.08438, 4.86877], [-1.06844, 3.82278, 4.52547], [-3.14541, 2.21102, 3.44520], [0.78085, -2.80946, 1.83863], [3.00590, -3.65004, 1.68146], [2.66652, -0.10098, 1.08473], [4.24469, 1.08189, 3.38501], [2.54162, 1.38716, 3.81797], [5.52432, 1.00099, 1.55202], [7.34308, 0.27355, 0.22688], [6.64568, -0.45033, -1.24935], [7.72126, 1.02041, -1.44506], [5.47921, 1.97928, -2.77753], [3.36737, 3.32808, -2.42986], [1.25573, 3.13741, 0.75657], [0.24612, 3.36637, -1.41574], [0.46495, 5.09254, -1.01972], [1.65638, 4.34925, -2.14897], [3.36520, 5.22722, 0.71361], [2.18544, 4.84262, 2.01720], [1.71659, 5.98848, 0.63285]]
}

=====

[4]
{
  "formula": "C5H12NO",
  "method": "the ωB97M-V functional and the def2-TZVPD basis",
  "total_charge": -1,
  "lumo_energy_ha": 0.14149,
  "e_homo_ha": -0.080,
  "total_energy_ev": -8913.6685,
  "smiles": "CNCCCC[O-]",
  "species": ["C", "N", "C", "C", "C", "C", "O", "H", "H", "H", "H", "H", "H", "H", "H", "H", "H", "H", "H"],
  "positions_angstrom": [[1.22381, 1.48616, 0.27299], [-0.01146, 2.28098, 0.42012], [-1.21813, 1.42434, 0.20354], [-1.17043, -0.07705, 0.61876], [-0.78284, -1.03411, -0.41577], [0.79330, -1.66522, -0.31680], [0.99618, -2.67291, -1.06853], [0.91289, 0.50463, -0.34908], [1.65183, 1.36758, 1.33373], [2.06780, 2.15416, -0.04728], [0.12961, 2.87790, 1.36828], [-2.06253, 1.78783, 0.86121], [-1.47500, 1.29240, -0.86887], [-2.14926, -0.08230, 1.10230], [-0.39885, -0.08400, 1.49254], [-1.46769, -1.94535, -0.40439], [-0.74984, -0.55576, -1.35450], [1.02825, -1.91855, 0.71792], [1.54931, -0.78688, -0.42076]]
}

=====

[5]
{
  "formula": "H4N5",
  "method": "the ωB97M-V functional and the def2-TZVPD basis",
  "total_charge": 1,
  "lumo_energy_ha": -0.23443,
  "e_homo_ha": -0.527,
  "total_energy_ev": -7502.2741,
  "smiles": "[H]/N=N/N=[NH+]/N",
  "species": ["H", "N", "N", "N", "N", "N", "H", "H", "H"],
  "positions_angstrom": [[-3.27372, -0.56403, -0.45776], [-2.59395, -0.29771, 0.21844], [-1.53934, -0.00008, -0.16545], [-0.35852, -0.07514, 0.33676], [0.70482, 0.50679, 0.13370], [1.87539, -0.13541, 0.04514], [0.82924, 1.44742, 0.00608], [1.90307, -1.02155, 0.59357], [2.45299, 0.13971, -0.71047]]
}

=====

[6]
{
  "formula": "C2H4N2S2",
  "method": "the ωB97M-V functional and the def2-TZVPD basis",
  "total_charge": 0,
  "lumo_energy_ha": -0.01947,
  "e_homo_ha": -0.287,
  "total_energy_ev": -26786.0051,
  "species": ["C", "C", "N", "N", "S", "S", "H", "H", "H", "H"],
  "positions_angstrom": [[0.64654, 0.71530, 0.36240], [0.75379, -0.71936, 0.26824], [1.36601, 1.69279, 0.39079], [-2.00265, -0.12934, -0.22526], [-1.90075, 1.28889, 0.54130], [-1.14880, -1.47842, 0.36864], [1.16384, -0.97498, -0.67826], [1.43417, -1.08402, 1.05846], [1.07944, 2.65112, 0.30843], [-1.85855, -0.07363, -1.16635]]
}

=====

Copy entry 1 word for word.
{
  "formula": "C2H3ClS",
  "method": "the ωB97M-V functional and the def2-TZVPD basis",
  "total_charge": 0,
  "lumo_energy_ha": 0.03032,
  "e_homo_ha": -0.342,
  "total_energy_ev": -25479.1096,
  "smiles": "Cl[C@@H]1CS1",
  "species": ["Cl", "C", "C", "S", "H", "H", "H"],
  "positions_angstrom": [[-2.07217, -0.59327, 0.08908], [-0.49298, -0.03170, -0.49561], [0.73268, -0.05278, 0.42121], [0.04456, 1.59720, 0.04850], [-0.26012, -0.42776, -1.55633], [0.29463, -0.23882, 1.34238], [1.75341, -0.25287, 0.15077]]
}